No. 1
Molecular formula: C34H34BHfN7O5S3
Method: DFT, the ωB97M-V functional and the def2-TZVPD basis

```
! RIJCOSX wB97M-V def2-TZVPD def2/J DEFGRID3
* xyz 0 1
Hf -0.861 -0.863 0.074
C 3.226 1.741 5.697
C 2.538 2.007 4.310
C 3.358 1.388 3.208
C 2.408 3.514 4.224
C 1.124 1.418 4.326
C 0.269 1.639 5.424
C -1.019 1.147 5.438
C -1.516 0.452 4.336
S -3.083 -0.374 4.133
C -2.542 -0.878 2.596
N -1.351 -0.417 2.214
C -0.750 0.371 3.204
C 0.590 0.840 3.184
C -3.262 -1.866 1.814
C -4.358 -2.557 2.307
C -4.907 -3.591 1.624
C -4.390 -3.952 0.342
C -3.257 -3.276 -0.113
C -2.659 -2.222 0.605
H 4.312 1.953 5.634
H 3.128 0.730 6.027
H 2.784 2.347 6.475
H 4.411 1.608 3.343
H 3.136 1.818 2.152
H 3.332 0.317 3.238
H 3.406 3.982 4.272
H 1.815 3.850 5.104
H 1.963 3.818 3.324
H 0.567 2.230 6.271
H -1.621 1.277 6.346
H 1.212 0.738 2.280
H -4.787 -2.188 3.249
H -5.816 -4.043 1.910
H -4.730 -4.774 -0.249
H -2.734 -3.500 -1.053
N 1.327 1.578 -6.263
C 1.127 1.944 -4.961
C 2.034 1.601 -3.946
C 1.787 2.009 -2.606
C 0.536 2.583 -2.328
C -0.349 2.966 -3.347
C -0.076 2.617 -4.640
S -0.103 2.677 -0.749
O 0.937 2.292 0.174
O -0.913 3.824 -0.498
N -1.107 1.320 -0.598
C -2.241 1.051 -1.270
N -2.520 -0.256 -1.347
C -3.745 -0.636 -1.833
C -4.558 0.256 -2.429
C -4.049 1.567 -2.552
N -2.922 1.964 -2.045
H 1.864 0.720 -6.436
H 0.447 1.465 -6.752
H 2.951 1.073 -4.253
H 2.457 1.724 -1.787
H -1.348 3.387 -3.171
H -0.745 2.932 -5.393
H -3.987 -1.709 -1.758
H -5.564 -0.006 -2.743
H -4.525 2.229 -3.251
B 2.344 -3.208 2.178
C 0.945 -3.052 1.465
N -0.012 -2.684 0.925
H 2.095 -2.527 3.183
H 2.814 -4.291 2.431
H 3.018 -2.646 1.309
N 1.474 -0.531 -0.146
C 1.510 -1.098 -1.503
C 2.393 -2.131 -1.948
C 2.165 -2.572 -3.219
C 1.144 -2.059 -4.126
C 0.270 -1.152 -3.594
C 0.428 -0.770 -2.297
S 0.962 -2.444 -5.860
O 1.322 -1.165 -6.460
O -0.459 -2.715 -5.955
O 1.881 -3.500 -6.147
H 2.145 -1.016 0.531
H 1.729 0.434 -0.169
H 3.134 -2.602 -1.303
H 2.693 -3.460 -3.610
H -0.538 -0.827 -4.287
H -0.108 0.160 -1.884
*
```

Summary:
LUMO energy = -1.64 eV
HOMO level = -8.44 eV
HOMO-LUMO gap = 6.7994 eV

Okay, here come the Löwdin numbers, in e, for every atom:
1. Hf 1.772
2. C -0.039
3. C -0.548
4. C -0.061
5. C -0.037
6. C -0.150
7. C -0.018
8. C -0.063
9. C -0.417
10. S 1.177
11. C -0.523
12. N -0.040
13. C -0.260
14. C 0.057
15. C -0.282
16. C -0.069
17. C -0.060
18. C -0.036
19. C -0.137
20. C -0.219
21. H 0.095
22. H 0.077
23. H 0.067
24. H 0.080
25. H 0.117
26. H 0.079
27. H 0.101
28. H 0.096
29. H 0.070
30. H 0.112
31. H 0.120
32. H 0.088
33. H 0.098
34. H 0.094
35. H 0.099
36. H 0.108
37. N 0.127
38. C -0.306
39. C -0.001
40. C -0.039
41. C -0.344
42. C -0.070
43. C -0.013
44. S 0.635
45. O -0.346
46. O -0.256
47. N -0.196
48. C -0.472
49. N -0.011
50. C -0.073
51. C -0.030
52. C -0.094
53. N 0.160
54. H 0.074
55. H 0.103
56. H 0.134
57. H 0.114
58. H 0.110
59. H 0.105
60. H 0.114
61. H 0.115
62. H 0.119
63. B -0.372
64. C -0.167
65. N 0.013
66. H 0.031
67. H 0.012
68. H 0.010
69. N 0.015
70. C -0.297
71. C 0.001
72. C -0.002
73. C -0.209
74. C -0.068
75. C -0.170
76. S 0.402
77. O -0.357
78. O -0.337
79. O -0.316
80. H 0.102
81. H 0.039
82. H 0.117
83. H 0.127
84. H 0.144
85. H 0.076

***

No. 2
Molecular formula: C34H34Cl3N2O2SSi2Tl
Method: DFT, the ωB97M-V functional and the def2-TZVPD basis

```
! RIJCOSX wB97M-V def2-TZVPD def2/J DEFGRID3
* xyz -2 1
Tl 0.168 1.478 -2.054
C -3.115 0.232 2.301
Si -2.663 -0.792 0.726
C -4.089 -1.282 -0.483
C -2.775 -2.532 1.735
C -3.742 -3.216 2.454
C -3.440 -4.419 3.077
C -2.166 -4.953 2.979
C -1.184 -4.279 2.267
C -1.480 -3.075 1.656
Si -0.529 -1.761 0.653
C 0.827 -1.042 1.802
C 0.276 -2.632 -0.867
H -4.187 0.242 2.469
H -2.793 1.262 2.223
H -2.650 -0.198 3.184
H -5.053 -1.212 0.011
H -3.973 -2.310 -0.815
H -4.126 -0.649 -1.361
H -4.747 -2.811 2.537
H -4.202 -4.949 3.642
H -1.936 -5.894 3.469
H -0.187 -4.703 2.199
H 1.612 -1.754 2.054
H 0.360 -0.723 2.729
H 1.291 -0.165 1.361
H 1.218 -3.122 -0.625
H 0.456 -1.916 -1.665
H -0.397 -3.384 -1.268
Cl 0.744 3.102 0.263
C 0.399 4.792 -0.141
Cl 1.943 5.633 -0.355
Cl -0.438 5.546 1.216
C -0.506 4.964 -1.531
O -0.920 6.091 -1.689
O -0.611 3.929 -2.169
N 2.288 0.273 -0.832
S 3.798 0.341 -0.477
C 4.127 -1.109 0.590
C 3.918 -2.400 0.118
C 3.997 -3.471 0.984
C 4.290 -3.262 2.327
C 4.512 -1.974 2.795
C 4.431 -0.899 1.930
C 4.770 -0.348 -1.879
C 6.127 -0.598 -1.730
C 6.829 -1.169 -2.775
C 6.184 -1.485 -3.962
C 4.827 -1.225 -4.102
C 4.118 -0.653 -3.063
H 1.955 -0.668 -1.009
H 3.685 -2.564 -0.925
H 3.815 -4.473 0.619
H 4.322 -4.099 3.006
H 4.722 -1.811 3.843
H 4.577 0.107 2.290
H 6.618 -0.360 -0.798
H 7.883 -1.384 -2.665
H 6.740 -1.924 -4.780
H 4.324 -1.477 -5.024
H 3.066 -0.422 -3.155
C 2.313 2.557 -3.202
H 2.791 1.907 -3.942
H 3.054 2.809 -2.441
H 2.007 3.478 -3.698
N -8.230 6.270 0.669
C -7.337 5.577 0.433
C -6.279 4.702 0.166
C -6.521 3.318 0.147
C -5.490 2.444 -0.064
C -4.171 2.909 -0.259
C -3.941 4.294 -0.260
C -4.975 5.174 -0.054
C -3.172 1.932 -0.343
C -2.439 0.948 -0.264
H -7.530 2.957 0.317
H -5.660 1.376 -0.041
H -2.942 4.668 -0.416
H -4.788 6.241 -0.052
*
```

Summary:
LUMO energy = 3.63 eV
HOMO level = -0.88 eV
HOMO-LUMO gap = 4.5019 eV

Okay, here come the Löwdin numbers, in e, for every atom:
1. Tl 0.638
2. C -0.180
3. Si 0.355
4. C -0.193
5. C -0.300
6. C -0.116
7. C -0.134
8. C -0.142
9. C -0.123
10. C -0.314
11. Si 0.610
12. C -0.191
13. C -0.206
14. H 0.020
15. H 0.009
16. H 0.014
17. H 0.012
18. H 0.011
19. H 0.006
20. H 0.090
21. H 0.081
22. H 0.079
23. H 0.085
24. H 0.007
25. H 0.021
26. H -0.014
27. H -0.003
28. H -0.017
29. H 0.017
30. Cl 0.543
31. C -1.486
32. Cl 0.547
33. Cl 0.553
34. C -0.855
35. O -0.027
36. O -0.171
37. N -0.417
38. S 1.007
39. C -0.375
40. C -0.091
41. C -0.079
42. C -0.089
43. C -0.092
44. C -0.096
45. C -0.370
46. C -0.096
47. C -0.097
48. C -0.098
49. C -0.074
50. C -0.079
51. H -0.048
52. H 0.112
53. H 0.104
54. H 0.096
55. H 0.100
56. H 0.106
57. H 0.108
58. H 0.095
59. H 0.094
60. H 0.103
61. H 0.099
62. C -0.301
63. H -0.107
64. H -0.092
65. H -0.086
66. N 0.116
67. C -0.232
68. C -0.263
69. C -0.042
70. C -0.019
71. C -0.213
72. C 0.002
73. C -0.019
74. C -0.129
75. C -0.191
76. H 0.110
77. H 0.109
78. H 0.092
79. H 0.118

***

No. 3
Molecular formula: C34H34ClN4O3OsS
Method: DFT, the ωB97M-V functional and the def2-TZVPD basis

```
! RIJCOSX wB97M-V def2-TZVPD def2/J DEFGRID3
* xyz 3 5
Os -2.111 -1.750 1.823
C -4.665 -3.890 1.799
C -3.958 -4.424 3.047
C -2.524 -4.656 3.087
C -2.070 -5.890 3.567
C -0.673 -6.226 3.550
C 0.153 -5.153 3.187
C -0.321 -3.894 2.807
N -1.639 -3.624 2.692
N -4.381 -2.516 1.543
C -5.159 -1.659 2.453
C -4.394 -1.180 3.709
C -5.151 -0.788 4.841
C -4.452 -0.093 5.864
C -3.058 0.026 5.761
C -2.392 -0.440 4.633
N -3.065 -1.062 3.600
C -4.537 -2.166 0.134
C -3.287 -2.509 -0.653
C -3.328 -2.579 -2.037
C -2.252 -3.050 -2.751
C -1.057 -3.303 -2.025
C -1.000 -2.965 -0.713
N -2.120 -2.591 -0.013
H -5.710 -4.017 1.928
H -4.354 -4.552 0.905
H -4.471 -5.350 3.374
H -4.227 -3.772 3.909
H -2.754 -6.649 3.923
H -0.218 -7.189 3.683
H 1.258 -5.276 3.196
H 1.412 -2.917 2.442
H -6.076 -2.141 2.808
H -5.459 -0.756 1.978
H -6.181 -0.864 4.920
H -4.965 0.351 6.699
H -2.468 0.515 6.560
H -1.287 -0.379 4.669
H -4.615 -1.091 0.038
H -5.352 -2.708 -0.415
H -4.225 -2.334 -2.565
H -2.243 -3.162 -3.802
H -0.261 -3.882 -2.525
H -0.026 -3.084 -0.135
Cl -2.608 6.728 -0.126
C -2.523 5.040 -0.141
C -3.431 4.225 0.522
C -3.241 2.862 0.574
C -2.162 2.244 0.022
C -1.207 3.094 -0.562
C -1.376 4.435 -0.608
C -1.934 0.867 -0.113
O -1.331 0.186 -0.842
O -2.341 0.053 1.051
H -4.377 4.691 0.851
H -4.082 2.314 0.965
H -0.321 2.691 -1.037
H -0.677 5.113 -1.003
C 10.017 2.208 -6.675
C 9.269 3.106 -5.780
C 9.122 4.498 -6.059
C 8.480 5.290 -5.171
C 7.880 4.779 -4.004
C 7.961 3.357 -3.720
C 8.673 2.615 -4.629
S 6.951 5.677 -2.870
C 6.871 7.352 -3.467
O 0.439 -2.854 2.439
H 10.553 1.445 -6.136
H 10.795 2.734 -7.290
H 9.410 1.846 -7.524
H 9.476 5.006 -6.961
H 8.492 6.360 -5.357
H 7.522 2.962 -2.802
H 8.890 1.614 -4.320
H 7.841 7.663 -3.895
H 6.562 7.938 -2.646
H 6.073 7.501 -4.181
*
```

Summary:
LUMO energy (spin up / spin down) = -6.63 / -9.16 eV
HOMO level (spin up / spin down) = -14.74 / -14.75 eV
HOMO-LUMO gap (spin up / spin down) = 8.1062 / 5.5886 eV

Okay, here come the Löwdin numbers, in e, for every atom:
1. Os 1.613
2. C -0.161
3. C -0.122
4. C -0.213
5. C 0.023
6. C 0.037
7. C 0.014
8. C -0.379
9. N -0.009
10. N -0.236
11. C -0.084
12. C -0.233
13. C 0.042
14. C 0.014
15. C -0.030
16. C -0.073
17. N -0.079
18. C -0.105
19. C -0.249
20. C 0.015
21. C 0.025
22. C -0.020
23. C -0.092
24. N -0.096
25. H 0.122
26. H 0.175
27. H 0.143
28. H 0.138
29. H 0.125
30. H 0.126
31. H 0.141
32. H 0.155
33. H 0.143
34. H 0.128
35. H 0.104
36. H 0.124
37. H 0.134
38. H 0.130
39. H 0.131
40. H 0.164
41. H 0.132
42. H 0.119
43. H 0.136
44. H 0.140
45. Cl 0.782
46. C -0.674
47. C -0.068
48. C -0.020
49. C -0.171
50. C 0.011
51. C -0.095
52. C -0.445
53. O 0.152
54. O -0.309
55. H 0.130
56. H 0.120
57. H 0.132
58. H 0.099
59. C -0.019
60. C -0.200
61. C 0.020
62. C -0.060
63. C -0.484
64. C -0.037
65. C -0.020
66. S 1.116
67. C -0.321
68. O 0.044
69. H 0.092
70. H 0.115
71. H 0.120
72. H 0.144
73. H 0.114
74. H 0.122
75. H 0.127
76. H 0.069
77. H 0.035
78. H 0.067